[1]
{"formula": "C20H59FN23O11", "method": "wB97M-V/def2-TZVPD", "symbols": ["C", "C", "F", "C", "N", "C", "N", "C", "C", "C", "N", "O", "N", "C", "C", "O", "N", "C", "C", "H", "H", "H", "H", "H", "H", "H", "H", "H", "H", "H", "H", "H", "H", "H", "H", "H", "H", "H", "H", "H", "H", "H", "C", "O", "N", "N", "H", "H", "H", "H", "C", "O", "N", "N", "H", "H", "H", "H", "C", "O", "N", "N", "H", "H", "H", "H", "C", "O", "N", "N", "H", "H", "H", "H", "C", "O", "N", "N", "H", "H", "H", "H", "C", "O", "N", "N", "H", "H", "H", "H", "C", "O", "N", "N", "H", "H", "H", "H", "C", "O", "N", "N", "H", "H", "H", "H", "C", "O", "N", "N", "H", "H", "H", "H"], "coordinates": [[2.768, -1.796, 1.702], [1.733, -1.371, 2.724], [1.218, -2.532, 3.314], [0.532, -0.677, 2.079], [0.434, 0.790, 2.432], [-0.171, 1.584, 1.490], [0.402, 2.746, 1.012], [1.436, 2.526, -0.025], [2.821, 2.330, 0.557], [3.827, 2.031, -0.526], [5.162, 2.191, -0.093], [3.483, 1.631, -1.624], [-1.326, 1.213, 1.031], [-2.137, 1.886, 0.036], [-3.411, 2.341, 0.745], [-3.565, 3.489, 1.095], [-4.289, 1.255, 0.918], [-5.129, 1.433, 2.114], [-5.096, 1.125, -0.349], [3.258, -2.704, 2.027], [3.534, -1.038, 1.572], [2.319, -2.017, 0.742], [2.183, -0.787, 3.519], [-0.368, -1.159, 2.434], [0.599, -0.780, 1.004], [1.325, 1.203, 2.666], [0.716, 3.351, 1.761], [1.162, 1.632, -0.575], [1.417, 3.363, -0.707], [2.863, 1.469, 1.215], [3.138, 3.223, 1.083], [5.725, 1.425, -0.431], [5.552, 3.071, -0.401], [-1.730, 0.364, 1.398], [-1.628, 2.701, -0.450], [-2.412, 1.143, -0.708], [-5.591, 2.412, 2.180], [-4.503, 1.267, 2.982], [-5.902, 0.678, 2.145], [-6.153, 1.101, -0.138], [-4.851, 1.940, -1.021], [-4.768, 0.220, -0.839], [1.432, -5.806, 1.498], [2.042, -5.141, 0.656], [0.819, -6.970, 1.163], [1.289, -5.407, 2.794], [0.307, -7.534, 1.815], [0.901, -7.278, 0.211], [1.733, -4.556, 3.080], [0.746, -5.913, 3.468], [-2.745, 6.241, 3.561], [-3.380, 5.368, 4.136], [-2.597, 6.278, 2.205], [-2.127, 7.257, 4.243], [-2.087, 6.985, 1.706], [-3.047, 5.550, 1.683], [-2.219, 7.264, 5.240], [-1.611, 7.989, 3.794], [5.491, -4.058, -1.343], [6.032, -3.328, -2.174], [6.167, -5.037, -0.686], [4.165, -3.941, -1.032], [5.739, -5.648, -0.017], [7.138, -5.155, -0.906], [3.646, -3.230, -1.512], [3.686, -4.530, -0.368], [7.887, 0.530, -2.424], [8.487, 1.572, -2.610], [7.958, -0.167, -1.244], [7.085, -0.046, -3.370], [7.489, -1.041, -1.092], [8.540, 0.213, -0.522], [7.012, 0.411, -4.259], [6.585, -0.904, -3.210], [-4.488, -2.855, -1.164], [-4.695, -1.986, -1.986], [-4.433, -4.177, -1.502], [-4.287, -2.593, 0.177], [-4.272, -4.915, -0.845], [-4.566, -4.405, -2.470], [-4.324, -1.634, 0.472], [-4.125, -3.306, 0.863], [4.247, -6.407, -4.594], [3.743, -6.989, -3.646], [4.259, -6.941, -5.855], [4.835, -5.181, -4.466], [4.667, -6.484, -6.646], [3.836, -7.841, -5.975], [4.840, -4.777, -3.549], [5.254, -4.679, -5.224], [-2.043, 7.026, -1.251], [-2.205, 7.728, -0.267], [-1.303, 5.868, -1.216], [-2.584, 7.336, -2.462], [-1.156, 5.286, -2.018], [-0.899, 5.605, -0.336], [-3.129, 8.176, -2.518], [-2.465, 6.778, -3.285], [-0.431, -2.388, -1.989], [-1.219, -2.004, -2.829], [-0.845, -2.805, -0.741], [0.921, -2.434, -2.207], [-0.216, -3.116, -0.023], [-1.835, -2.793, -0.559], [1.242, -2.147, -3.113], [1.594, -2.775, -1.541], [-8.880, 2.931, 2.205], [-8.866, 1.723, 2.039], [-8.232, 3.793, 1.361], [-9.536, 3.526, 3.245], [-8.223, 4.788, 1.476], [-7.744, 3.391, 0.585], [-10.023, 2.927, 3.882], [-9.553, 4.516, 3.397]], "e_homo_ev": -11.2019, "mol_weight_g_mol": 816.8, "total_charge": 1, "spin_multiplicity": 1, "orbital_gap_ev": 8.1, "e_lumo_ha": -0.1141}


[2]
{"formula": "C4H7Cl", "method": "wB97M-V/def2-TZVPD", "symbols": ["C", "C", "C", "C", "Cl", "H", "H", "H", "H", "H", "H", "H"], "coordinates": [[0.024, -1.015, 0.816], [0.213, -1.464, -0.613], [-0.832, 0.123, 0.282], [-0.371, 1.472, -0.097], [-2.568, -0.131, 0.126], [-0.442, -1.801, 1.468], [0.923, -0.570, 1.303], [0.850, -0.903, -1.244], [-0.626, -2.077, -1.012], [-0.935, 2.382, 0.361], [-0.527, 1.638, -1.136], [0.754, 1.734, 0.186]], "e_homo_ev": -7.7285, "mol_weight_g_mol": 90.6, "spin_multiplicity": 1, "orbital_gap_ev": 8.5, "e_lumo_ha": 0.0277, "relative_energy_kj_mol": 234.0}


[3]
{"formula": "C12H16OSi", "method": "wB97M-V/def2-TZVPD", "symbols": ["O", "Si", "C", "C", "C", "C", "C", "C", "C", "C", "C", "C", "C", "C", "H", "H", "H", "H", "H", "H", "H", "H", "H", "H", "H", "H", "H", "H", "H", "H"], "coordinates": [[0.028, 2.520, 0.593], [-0.023, 0.965, 1.179], [1.529, -0.008, 0.566], [2.254, -0.818, 1.355], [3.404, -1.485, 0.845], [4.065, -0.899, -0.183], [3.481, 0.312, -0.790], [1.943, 0.143, -0.860], [-1.655, 0.343, 0.512], [-2.632, -0.192, 1.316], [-3.924, -0.506, 0.741], [-4.177, -0.564, -0.582], [-3.097, -0.441, -1.579], [-2.037, 0.537, -1.009], [0.821, 2.947, 0.746], [0.231, 1.056, 2.677], [1.809, -1.023, 2.266], [3.674, -2.479, 1.274], [5.069, -1.176, -0.226], [3.829, 1.218, -0.199], [3.919, 0.531, -1.737], [1.865, -0.961, -1.354], [1.444, 1.053, -1.280], [-2.521, -0.262, 2.326], [-4.635, -0.941, 1.429], [-5.100, -0.703, -1.005], [-2.533, -1.280, -1.824], [-3.397, -0.107, -2.515], [-2.384, 1.600, -0.933], [-1.250, 0.619, -1.747]], "e_homo_ev": -8.1330, "mol_weight_g_mol": 204.3, "spin_multiplicity": 1, "smiles": "O[SiH](C1=CC=CCC1)C1=CC=CCC1", "orbital_gap_ev": 8.6, "e_lumo_ha": 0.0175, "relative_energy_kj_mol": 173.4}


[4]
{"formula": "C27H26IO5", "method": "wB97M-V/def2-TZVPD", "symbols": ["C", "O", "C", "C", "C", "C", "C", "C", "C", "C", "C", "C", "C", "C", "C", "C", "H", "H", "H", "H", "H", "H", "H", "H", "H", "H", "H", "H", "H", "H", "H", "C", "C", "C", "O", "C", "O", "C", "I", "C", "C", "C", "C", "C", "C", "C", "O", "O", "H", "H", "H", "H", "H", "H", "H", "H", "H", "H", "H"], "coordinates": [[5.105, -2.399, -2.674], [4.869, -1.009, -2.676], [3.536, -0.642, -2.632], [3.237, 0.736, -2.582], [1.952, 1.192, -2.559], [0.859, 0.296, -2.585], [-0.456, 0.802, -2.530], [-1.681, 0.082, -2.583], [-2.902, 0.782, -2.555], [-4.100, 0.107, -2.573], [-4.148, -1.283, -2.632], [-5.457, -1.998, -2.672], [-2.946, -1.987, -2.665], [-1.749, -1.321, -2.649], [1.168, -1.082, -2.641], [2.450, -1.541, -2.649], [6.181, -2.571, -2.683], [4.682, -2.848, -1.772], [4.673, -2.851, -3.567], [4.058, 1.428, -2.564], [1.752, 2.248, -2.536], [-0.544, 1.870, -2.434], [-2.885, 1.857, -2.532], [-5.023, 0.660, -2.538], [-5.320, -3.080, -2.676], [-6.065, -1.748, -1.802], [-6.024, -1.726, -3.565], [-2.964, -3.062, -2.702], [-0.688, -1.865, -2.675], [0.211, -1.789, -2.677], [2.633, -2.600, -2.671], [0.811, 3.614, 4.008], [1.143, 3.566, 2.514], [1.983, 4.781, 2.102], [1.963, 2.384, 2.285], [1.334, 1.227, 1.871], [1.898, 0.130, 1.894], [0.012, 1.320, 1.400], [-0.891, -0.401, 0.627], [-0.834, -1.361, 2.533], [-0.180, -2.567, 2.402], [-0.157, -3.455, 3.465], [-0.776, -3.115, 4.649], [-1.395, -1.889, 4.785], [-1.421, -1.004, 3.723], [-0.721, 2.520, 1.357], [-1.879, 2.515, 0.934], [-0.111, 3.680, 1.787], [0.200, 2.755, 4.275], [1.718, 3.599, 4.607], [0.252, 4.516, 4.247], [2.185, 4.729, 1.034], [1.448, 5.707, 2.304], [2.931, 4.801, 2.636], [0.302, -2.808, 1.463], [0.331, -4.409, 3.359], [-0.785, -3.817, 5.466], [-1.869, -1.629, 5.717], [-1.906, -0.047, 3.809]], "e_homo_ev": -10.6687, "mol_weight_g_mol": 557.4, "total_charge": 1, "spin_multiplicity": 1, "orbital_gap_ev": 5.1, "e_lumo_ha": -0.2062}